Record 1
{
  "formula": "C24H50F16O16",
  "method": "the ωB97M-V functional and the def2-TZVPD basis",
  "species": ["F", "C", "F", "C", "F", "F", "C", "O", "C", "F", "F", "C", "F", "F", "H", "H", "H", "H", "F", "C", "F", "C", "F", "F", "C", "O", "C", "F", "F", "C", "F", "F", "H", "H", "H", "H", "O", "C", "C", "O", "H", "H", "H", "H", "H", "H", "O", "C", "C", "O", "H", "H", "H", "H", "H", "H", "O", "C", "C", "O", "H", "H", "H", "H", "H", "H", "O", "C", "C", "O", "H", "H", "H", "H", "H", "H", "O", "C", "C", "O", "H", "H", "H", "H", "H", "H", "O", "C", "C", "O", "H", "H", "H", "H", "H", "H", "O", "C", "C", "O", "H", "H", "H", "H", "H", "H"],
  "positions_angstrom": [[10.211, 20.677, 11.364], [9.042, 20.112, 10.979], [8.202, 21.060, 10.548], [9.249, 19.199, 9.740], [9.857, 18.058, 10.189], [10.103, 19.891, 9.006], [8.113, 18.726, 8.889], [7.075, 18.318, 9.815], [5.962, 17.744, 9.275], [5.395, 18.659, 8.394], [6.231, 16.622, 8.580], [4.850, 17.360, 10.340], [4.569, 18.420, 11.160], [3.707, 16.960, 9.745], [8.546, 19.617, 11.794], [8.403, 17.844, 8.249], [7.733, 19.451, 8.184], [5.283, 16.429, 10.905], [8.074, 14.137, 18.866], [8.465, 13.280, 17.848], [7.237, 12.830, 17.391], [9.350, 13.982, 16.728], [9.560, 12.918, 15.893], [10.485, 14.321, 17.319], [8.722, 15.126, 15.928], [7.538, 14.649, 15.340], [7.332, 15.081, 14.111], [6.899, 16.369, 14.134], [8.519, 15.023, 13.358], [6.361, 14.122, 13.503], [5.127, 14.376, 14.137], [6.202, 14.402, 12.193], [9.089, 12.498, 18.281], [9.521, 15.455, 15.281], [8.517, 15.952, 16.638], [6.491, 13.080, 13.622], [12.504, 13.136, 19.167], [12.462, 12.425, 20.397], [11.183, 12.808, 21.125], [10.084, 12.198, 20.362], [11.739, 12.863, 18.739], [12.463, 11.380, 20.151], [13.248, 12.711, 20.994], [11.081, 13.866, 21.043], [11.016, 12.438, 22.159], [9.222, 12.531, 20.649], [7.354, 9.686, 17.187], [6.311, 9.455, 16.290], [5.604, 10.674, 15.762], [6.520, 11.412, 14.951], [8.153, 9.708, 16.614], [6.557, 8.733, 15.468], [5.554, 8.891, 16.834], [5.172, 11.318, 16.542], [4.767, 10.374, 15.177], [7.114, 11.844, 15.550], [13.542, 16.011, 18.433], [12.538, 16.549, 19.273], [12.851, 17.956, 19.549], [12.902, 18.796, 18.366], [13.355, 15.041, 18.219], [11.551, 16.319, 18.785], [12.468, 15.946, 20.171], [13.866, 18.096, 19.935], [12.040, 18.376, 20.180], [13.637, 18.388, 17.847], [8.299, 9.731, 21.158], [7.246, 10.383, 20.412], [6.516, 11.563, 21.062], [7.497, 12.400, 21.675], [7.962, 9.049, 21.727], [7.777, 10.717, 19.517], [6.470, 9.696, 20.026], [5.818, 11.122, 21.770], [6.007, 12.109, 20.272], [8.012, 11.835, 22.272], [10.041, 18.203, 17.025], [10.038, 19.221, 16.031], [11.132, 18.877, 15.010], [12.422, 19.400, 15.462], [10.707, 18.390, 17.674], [9.065, 19.187, 15.530], [10.221, 20.256, 16.444], [10.980, 19.378, 13.965], [11.140, 17.845, 14.775], [12.406, 19.049, 16.351], [12.136, 10.577, 17.689], [12.735, 9.438, 18.361], [11.599, 8.886, 19.183], [10.551, 8.466, 18.277], [12.812, 11.206, 17.390], [13.097, 8.710, 17.670], [13.563, 9.741, 18.987], [11.284, 9.593, 19.947], [11.955, 7.967, 19.729], [9.729, 8.868, 18.539], [9.620, 10.171, 15.693], [10.046, 9.627, 14.456], [10.165, 8.152, 14.609], [11.220, 7.876, 15.480], [10.433, 10.306, 16.190], [9.289, 9.908, 13.711], [11.027, 10.057, 14.178], [10.263, 7.546, 13.686], [9.189, 7.799, 15.017], [10.923, 7.801, 16.432]],
  "forces_ev_per_angstrom": [[-0.5, -0.4, -0.2], [-0.8, -0.6, -0.5], [-0.4, 1.2, -0.2], [0.7, -0.6, 1.3], [0.5, 0.0, 0.2], [1.0, 0.3, -1.5], [-1.4, -1.2, -0.7], [-0.4, -0.6, 0.1], [-1.2, 1.5, -0.1], [0.3, -0.8, 0.2], [0.2, 0.1, -0.1], [1.7, -1.3, 1.1], [0.4, -0.9, -0.7], [0.4, 0.4, -0.2], [0.2, -0.4, 0.6], [0.2, 0.8, 0.9], [-0.1, 0.6, 0.2], [-0.9, 1.9, -0.5], [1.0, -0.2, -0.7], [-1.1, 1.3, 0.4], [1.4, -0.1, -0.2], [-3.1, -1.4, 0.3], [0.5, 0.4, -0.2], [0.9, 0.5, 0.1], [0.9, 0.4, 2.5], [0.9, -0.4, 1.0], [1.2, 0.1, -0.9], [0.3, -0.4, -0.7], [-1.3, 0.4, 0.4], [-3.1, 1.1, -0.4], [1.0, -0.1, -0.6], [0.0, 0.2, -0.3], [-0.3, -0.3, 0.0], [-0.2, 0.1, -0.7], [0.0, -0.3, -0.4], [0.9, -1.0, 0.4], [2.4, 1.0, 1.2], [-2.3, 0.1, -0.6], [-1.8, -1.7, -0.5], [0.9, 0.3, -0.3], [-2.3, -0.7, -1.6], [0.2, -0.6, 0.3], [2.2, 0.5, 1.1], [0.0, 1.0, 0.3], [0.9, 0.4, -0.4], [0.0, 0.1, 0.3], [1.0, 0.1, -0.7], [-1.7, -1.5, 0.1], [1.1, 0.6, 0.2], [-0.9, -0.2, -0.7], [0.0, 0.3, 0.6], [0.3, 0.9, 0.3], [-0.3, -0.1, 0.3], [0.4, -0.2, 0.2], [-0.5, -0.3, -0.8], [0.7, 0.4, 0.5], [0.3, -1.6, -0.8], [-1.0, -2.4, -1.2], [-0.2, 1.8, -0.2], [0.3, -1.1, -0.6], [0.2, 1.9, 0.7], [0.5, 1.0, 0.3], [0.2, 0.2, 0.7], [-0.4, -0.5, 0.9], [0.8, -0.1, -0.1], [-0.7, 0.5, 0.3], [-0.5, 0.9, -0.1], [0.0, -0.4, -1.4], [1.6, -1.3, 0.2], [-0.3, 0.3, 0.2], [-0.5, -0.4, 0.3], [-0.2, 0.2, 0.1], [0.5, -0.1, 0.3], [-0.3, 0.5, 0.4], [-0.1, 0.2, 0.1], [-0.2, 0.0, -0.2], [-0.9, 0.0, -0.1], [0.6, 0.2, -0.7], [0.3, 3.5, -2.0], [-1.5, -1.1, -0.5], [0.7, 0.2, 0.5], [0.0, 0.0, 0.2], [-0.2, -1.1, -0.3], [0.0, -0.5, 1.9], [0.2, -1.3, 0.2], [0.7, 0.2, 0.7], [0.6, 0.1, -0.3], [-1.2, 1.2, 0.1], [0.4, -1.9, 0.1], [0.8, 0.1, 0.5], [-0.1, -0.4, 0.2], [0.1, -0.5, -0.8], [0.2, 0.2, 0.3], [-0.4, 0.2, -0.2], [-0.2, 0.8, -0.4], [-0.5, 0.2, 0.2], [0.2, 0.3, 0.0], [-0.1, 0.6, -1.0], [-1.2, -1.2, 0.1], [0.4, -0.7, 1.6], [0.1, 0.0, 0.6], [0.2, -0.1, 0.1], [-0.4, -0.1, 0.0], [0.4, 0.7, 0.2], [0.4, 0.1, 0.0], [0.2, 0.4, -1.5]],
  "de_lowest_kj_mol": 111.81,
  "homo_lumo_gap_ev": 10.1814,
  "total_energy_ev": -101934.7751,
  "molar_mass_g_mol": 898.6
}


Record 2
{
  "formula": "C37H38Cl2O2P2V",
  "method": "the ωB97M-V functional and the def2-TZVPD basis",
  "species": ["V", "C", "C", "C", "C", "C", "C", "C", "C", "C", "H", "H", "H", "H", "H", "H", "H", "H", "H", "H", "H", "H", "H", "H", "H", "P", "P", "C", "C", "C", "C", "C", "C", "C", "C", "C", "C", "C", "C", "C", "C", "C", "C", "C", "C", "C", "C", "C", "C", "C", "C", "C", "C", "H", "H", "H", "H", "H", "H", "H", "H", "H", "H", "H", "H", "H", "H", "H", "H", "H", "H", "H", "H", "H", "H", "Cl", "C", "Cl", "C", "O", "O", "H"],
  "positions_angstrom": [[-1.108, 0.630, -4.982], [-2.444, 0.997, -6.320], [-2.388, -0.458, -6.004], [-1.642, -1.456, -6.839], [-0.173, -1.063, -7.053], [0.360, -0.232, -5.913], [0.422, 1.249, -6.054], [-0.211, 1.958, -7.205], [-1.702, 1.612, -7.471], [1.502, 0.607, 0.395], [-3.374, 1.525, -6.060], [-3.297, -0.902, -5.582], [-2.107, -1.603, -7.826], [-1.683, -2.453, -6.367], [0.437, -1.976, -7.142], [-0.055, -0.561, -8.028], [1.176, -0.726, -5.378], [1.337, 1.724, -5.690], [0.342, 1.808, -8.143], [-0.148, 3.049, -7.055], [-2.184, 2.567, -7.736], [-1.803, 0.987, -8.377], [0.412, 0.585, 0.306], [1.847, 1.554, 0.819], [1.802, -0.213, 1.057], [-1.525, -1.092, -2.993], [2.189, 0.374, -1.226], [0.011, -1.090, -2.075], [1.023, -0.246, -2.407], [-2.561, -2.433, -2.398], [-2.614, -3.580, -3.210], [-3.414, -4.655, -2.841], [-4.134, -4.604, -1.636], [-4.048, -3.480, -0.801], [-3.284, -2.389, -1.197], [-2.418, 0.473, -2.648], [-1.684, 1.705, -2.606], [-2.405, 2.919, -2.462], [-3.799, 2.927, -2.457], [-4.510, 1.714, -2.539], [-3.834, 0.499, -2.616], [3.601, -0.775, -1.131], [3.345, -2.106, -0.748], [4.364, -3.059, -0.809], [5.648, -2.680, -1.218], [5.921, -1.348, -1.544], [4.907, -0.390, -1.484], [2.694, 1.936, -1.965], [2.274, 3.159, -1.407], [2.515, 4.349, -2.093], [3.154, 4.332, -3.337], [3.537, 3.111, -3.914], [3.302, 1.918, -3.231], [0.129, -1.884, -1.320], [1.232, 0.026, -3.455], [-2.017, -3.598, -4.124], [-3.470, -5.535, -3.484], [-4.754, -5.453, -1.345], [-4.568, -3.462, 0.158], [-3.219, -1.510, -0.560], [-0.605, 1.665, -2.418], [-1.855, 3.853, -2.334], [-4.349, 3.867, -2.374], [-5.600, 1.729, -2.504], [-4.399, -0.433, -2.637], [2.348, -2.397, -0.396], [4.161, -4.097, -0.538], [6.446, -3.422, -1.282], [6.923, -1.041, -1.847], [5.110, 0.660, -1.701], [1.778, 3.180, -0.437], [2.197, 5.297, -1.656], [3.348, 5.261, -3.869], [4.020, 3.086, -4.890], [3.614, 0.972, -3.684], [-2.037, -4.091, 2.332], [-1.114, -2.585, 2.471], [0.355, -2.739, 3.449], [-0.689, -2.167, 1.023], [-1.250, -1.094, 0.668], [0.119, -2.925, 0.443], [-1.755, -1.807, 2.898]],
  "forces_ev_per_angstrom": [[-0.8, 1.2, 4.2], [-1.3, -1.3, -0.4], [-1.3, 0.5, -1.2], [0.2, -0.8, -0.7], [0.3, -0.8, -0.7], [1.3, 0.6, -1.4], [1.2, -1.4, 0.2], [-0.2, 0.8, -1.1], [0.0, 0.6, -1.2], [-0.6, -0.1, 0.3], [0.4, -0.4, 0.3], [0.3, 0.5, 0.2], [-0.1, 0.1, 0.2], [-0.1, 0.4, 0.1], [-0.2, 0.3, 0.0], [0.0, 0.1, 0.5], [-0.1, 0.4, 0.1], [-0.3, -0.1, 0.4], [0.0, -0.2, 0.2], [0.0, -0.4, 0.2], [0.0, -0.5, 0.1], [0.1, 0.1, 0.4], [0.1, 0.3, 0.2], [-0.1, -0.2, 0.0], [0.0, 0.1, -0.2], [0.1, 0.0, -1.1], [2.4, -0.5, -0.3], [0.4, 0.0, 0.0], [-0.8, -1.0, -0.2], [-0.1, -0.6, -0.2], [0.0, 0.3, 0.1], [-0.2, -0.1, 0.4], [0.2, 0.1, -0.2], [0.0, -0.3, -0.3], [0.2, 0.1, 0.0], [0.4, 0.8, 0.3], [-1.2, -0.5, 0.5], [0.2, -0.3, -0.2], [0.1, -0.4, -0.1], [0.4, 0.3, 0.1], [0.4, 0.1, -0.3], [0.2, -0.1, 0.1], [0.0, 0.0, -0.1], [0.0, 0.3, 0.0], [-0.1, 0.2, -0.1], [-0.2, 0.1, 0.1], [-0.4, 0.0, 0.0], [-0.5, 0.4, 0.0], [0.3, -0.2, -0.2], [0.1, 0.0, -0.1], [-0.1, -0.4, 0.1], [-0.1, 0.0, 0.3], [0.1, 0.1, -0.1], [-0.2, 0.8, 0.7], [-0.7, 0.6, 0.6], [-0.3, -0.1, 0.2], [0.0, 0.3, 0.3], [0.2, 0.3, -0.1], [0.1, 0.0, -0.3], [-0.1, -0.2, -0.2], [-0.2, 0.2, -0.4], [-0.1, -0.3, -0.1], [0.3, -0.3, 0.0], [0.3, 0.0, 0.0], [0.2, 0.2, -0.1], [0.3, 0.0, -0.2], [0.0, 0.4, 0.0], [-0.3, 0.2, 0.0], [-0.3, -0.1, 0.1], [0.1, -0.4, -0.1], [0.1, 0.1, -0.3], [0.1, -0.3, -0.1], [-0.1, -0.2, 0.1], [-0.1, 0.0, 0.3], [-0.1, 0.3, 0.1], [0.4, 0.7, 0.0], [-0.7, -0.3, 1.7], [-0.6, 0.1, -0.5], [2.1, -0.9, -3.2], [0.3, -0.9, 0.9], [-1.7, 1.6, 1.3], [0.2, -0.4, 0.0]],
  "homo_lumo_gap_ev": [7.2374, 4.0268],
  "multiplicity": 2,
  "s_squared": 0.76,
  "total_energy_ev": -112370.2304,
  "charge": 2,
  "molar_mass_g_mol": 698.5
}